Molecular formula: C32H48BF7IrN6O5P2S3
Method: DFT, ωB97M-V/def2-TZVPD

```
! RIJCOSX wB97M-V def2-TZVPD def2/J DEFGRID3
* xyz 0 6
Ir 1.134 0.571 0.058
F 2.774 2.038 -4.858
C 3.741 1.168 -4.513
F 4.740 1.878 -3.965
F 4.216 0.640 -5.658
C 3.226 0.098 -3.591
C 3.310 -1.231 -3.949
C 2.807 -2.222 -3.109
C 2.200 -1.828 -1.939
N 2.121 -0.540 -1.590
C 2.642 0.443 -2.355
S 2.522 2.005 -1.645
H 3.768 -1.497 -4.892
H 2.870 -3.267 -3.369
H 1.750 -2.532 -1.251
F -3.241 -1.854 0.382
B -1.891 -2.184 0.561
F -1.112 -1.003 0.310
F -1.498 -3.153 -0.380
F -1.655 -2.633 1.857
C 1.525 -0.308 4.453
C 2.568 -1.291 4.938
C 3.978 -0.740 4.925
O 2.499 -2.551 4.207
P 2.629 -2.922 2.682
S 4.270 -2.425 1.728
S 1.312 -2.015 1.463
O 2.474 -4.478 2.708
C 1.478 -5.292 3.420
C 0.110 -4.648 3.426
C 2.009 -5.623 4.798
H 1.535 0.568 5.105
H 0.526 -0.745 4.469
H 1.731 0.020 3.434
H 2.318 -1.614 5.949
H 4.252 -0.361 3.940
H 4.698 -1.506 5.212
H 4.043 0.083 5.638
H 1.452 -6.193 2.809
H 0.096 -3.745 4.039
H -0.602 -5.354 3.857
H -0.232 -4.394 2.425
H 2.032 -4.735 5.428
H 3.015 -6.039 4.735
H 1.357 -6.363 5.265
O -0.414 1.059 -1.297
P -1.606 0.949 -2.221
N -1.324 -0.112 -3.427
C -1.814 0.049 -4.804
C -1.402 -1.259 -5.480
C -1.441 -2.271 -4.335
C -0.837 -1.482 -3.181
N -2.949 0.497 -1.435
C -3.856 -0.587 -1.844
C -5.006 -0.530 -0.820
C -4.754 0.725 0.029
C -3.250 0.949 -0.072
N -1.895 2.416 -2.881
C -3.228 2.891 -3.282
C -2.921 3.971 -4.318
C -1.579 4.529 -3.847
C -0.826 3.277 -3.411
H -1.374 0.926 -5.282
H -2.904 0.163 -4.828
H -0.383 -1.172 -5.865
H -2.058 -1.513 -6.312
H -0.890 -3.186 -4.546
H -2.474 -2.540 -4.102
H 0.255 -1.503 -3.238
H -1.126 -1.849 -2.198
H -3.359 -1.555 -1.793
H -4.206 -0.419 -2.866
H -4.979 -1.423 -0.200
H -5.975 -0.487 -1.317
H -5.072 0.592 1.062
H -5.288 1.584 -0.383
H -2.700 0.348 0.656
H -2.967 1.998 0.047
H -3.759 3.308 -2.421
H -3.842 2.086 -3.690
H -3.709 4.721 -4.379
H -2.808 3.516 -5.305
H -1.726 5.189 -2.989
H -1.047 5.085 -4.617
H -0.070 3.464 -2.651
H -0.325 2.804 -4.265
O -0.948 0.433 2.817
C -0.282 1.427 2.720
N 0.687 1.685 1.730
C 1.343 2.877 2.025
O 2.315 3.314 1.445
C 0.692 3.477 3.228
C 0.955 4.652 3.903
C 0.176 4.927 5.022
C -0.819 4.046 5.443
C -1.067 2.860 4.759
C -0.292 2.604 3.646
H 1.732 5.327 3.569
H 0.343 5.840 5.580
H -1.404 4.291 6.320
H -1.831 2.163 5.076
N 3.464 0.625 0.853
H 3.541 1.576 1.203
H 4.089 0.518 0.063
H 3.695 -0.077 1.547
*
```

For the relative energy (zero: lowest compared OMol25 entry of this formula, charge and spin), the calculation gives 6.65 kcal/mol. The HOMO energy (alpha / beta) comes out at -7.74 / -8.36 eV. The frontier orbital gap (alpha / beta) is 7.736 / 5.890 eV.

Löwdin atomic charge list, values in e, 5 entries: atom 1 (Ir): 1.3685, atom 2 (F): 0.1280, atom 3 (C): -0.6022, atom 4 (F): 0.1355, atom 5 (F): 0.1287

***

Molecular formula: CH3N3O2S
Method: DFT, ωB97M-V/def2-TZVPD

```
! RIJCOSX wB97M-V def2-TZVPD def2/J DEFGRID3
* xyz 0 1
C -0.037 0.262 -0.738
N 1.087 0.512 -0.140
N -0.382 -1.292 2.429
N -0.501 1.093 -1.749
O -0.712 -0.747 -0.307
O 1.311 -0.324 0.960
S 0.143 -1.532 1.083
H -0.617 -0.480 2.935
H 0.203 1.832 -1.803
H -0.494 0.677 -2.671
*
```

For the relative energy (zero: lowest compared OMol25 entry of this formula, charge and spin), the calculation gives 61.57 kcal/mol. The HOMO energy comes out at -9.18 eV. The frontier orbital gap is 9.802 eV.

Löwdin atomic charge list, values in e, 5 entries: atom 1 (C): -0.6277, atom 2 (N): 0.0278, atom 3 (N): -0.2630, atom 4 (N): 0.1375, atom 5 (O): -0.1734

***

Molecular formula: C4H8O3
Method: DFT, ωB97M-V/def2-TZVPD

```
! RIJCOSX wB97M-V def2-TZVPD def2/J DEFGRID3
* xyz 0 1
C -2.239 0.539 -1.304
C -0.145 1.117 0.402
O 0.662 1.085 1.329
C -0.438 0.170 -0.659
O 1.562 -1.752 0.285
C 2.458 -1.637 1.091
O 2.651 -0.611 1.898
H -2.756 0.146 -0.456
H -2.521 -0.001 -2.228
H -2.467 1.607 -1.470
H -0.780 2.007 0.310
H 1.923 0.045 1.724
H -0.787 0.595 -1.633
H -0.356 -0.904 -0.529
H 3.232 -2.405 1.238
*
```

For the relative energy (zero: lowest compared OMol25 entry of this formula, charge and spin), the calculation gives 88.41 kcal/mol. The HOMO energy comes out at -9.55 eV. The frontier orbital gap is 10.009 eV.

Löwdin atomic charge list, values in e, 5 entries: atom 1 (C): -0.0095, atom 2 (C): -0.2897, atom 3 (O): -0.0019, atom 4 (C): -0.0342, atom 5 (O): 0.0288

***

Molecular formula: C10H16
Method: DFT, ωB97M-V/def2-TZVPD

```
! RIJCOSX wB97M-V def2-TZVPD def2/J DEFGRID3
* xyz 0 1
C -2.974 -1.894 -1.853
C -2.556 -0.801 -0.868
C -1.085 -0.890 -0.493
C -0.121 -0.849 -1.487
C 1.220 -1.018 -1.122
C 1.575 -1.106 0.207
C 0.601 -1.153 1.195
C -0.734 -0.992 0.858
H -2.651 -2.855 -1.461
H -2.476 -1.785 -2.811
H -4.044 -1.888 -2.004
H -2.786 0.203 -1.213
H -3.160 -0.953 0.029
H -0.378 -0.568 -2.503
H 1.949 -0.776 -1.893
H 2.625 -1.097 0.461
H 0.917 -1.115 2.226
H -1.556 -1.175 1.538
C 1.358 3.989 1.497
C 2.639 3.158 1.772
H 1.563 4.559 0.590
H 0.536 3.323 1.235
H 1.108 4.677 2.293
H 2.425 2.123 1.528
H 3.055 3.204 2.777
H 3.448 3.504 1.128
*
```

For the relative energy (zero: lowest compared OMol25 entry of this formula, charge and spin), the calculation gives 13.54 kcal/mol. The HOMO energy comes out at -9.08 eV. The structure (SMILES) is CCc1ccccc1.CC. The frontier orbital gap is 10.057 eV.

Löwdin atomic charge list, values in e, 5 entries: atom 1 (C): -0.1004, atom 2 (C): -0.2134, atom 3 (C): -0.2488, atom 4 (C): -0.0474, atom 5 (C): -0.0864

***

Molecular formula: C4H9N2O
Method: DFT, ωB97M-V/def2-TZVPD

```
! RIJCOSX wB97M-V def2-TZVPD def2/J DEFGRID3
* xyz 1 1
C -1.573 0.407 1.063
C -0.734 -0.242 -0.111
O -1.356 -0.858 -1.102
N 0.442 -1.024 0.502
C 1.702 -0.674 0.085
C 1.696 0.451 -0.606
N 0.332 0.972 -0.775
H -2.332 1.141 0.728
H -0.964 0.742 1.850
H -2.121 -0.267 1.705
H -0.819 -1.442 -1.535
H 0.294 -1.920 0.942
H 2.582 -1.311 0.370
H 2.489 1.041 -0.977
H 0.147 1.817 -0.331
H 0.215 1.167 -1.810
*
```

For the relative energy (zero: lowest compared OMol25 entry of this formula, charge and spin), the calculation gives 58.73 kcal/mol. The HOMO energy comes out at -13.21 eV. The structure (SMILES) is C[C@]1(O)NC=C[NH2+]1. The frontier orbital gap is 10.072 eV.

Löwdin atomic charge list, values in e, 5 entries: atom 1 (C): 0.0354, atom 2 (C): -0.3471, atom 3 (O): 0.1599, atom 4 (N): 0.0565, atom 5 (C): -0.0956

***

Molecular formula: C13H19N3O6S
Method: DFT, ωB97M-V/def2-TZVPD

```
! RIJCOSX wB97M-V def2-TZVPD def2/J DEFGRID3
* xyz 0 1
C 0.969 5.256 -1.574
C 1.928 4.853 -0.555
H 2.839 4.540 -1.172
H 2.143 5.790 0.115
O 1.424 3.998 0.386
C 1.804 2.718 -0.137
O 2.401 2.465 -1.149
C 1.109 1.720 0.728
C 2.022 0.480 0.836
H 1.709 -0.193 1.803
C 2.049 -0.494 -0.545
N 0.565 -0.647 -0.789
S -0.089 -2.135 -0.933
O 1.150 -3.221 -1.162
O -0.875 -2.017 -2.283
C -0.925 -2.683 0.319
C -2.292 -3.239 0.307
N -2.903 -3.632 1.311
C -2.583 -3.714 2.445
O -3.007 -4.045 3.461
N -1.295 -3.007 2.598
C -0.236 -2.607 1.501
O 0.730 -2.237 1.719
H -0.631 -3.086 3.535
H -4.096 -4.008 0.916
C -3.077 -3.514 -1.151
H -3.199 -4.456 -1.148
H -4.042 -3.047 -1.241
H -2.344 -2.972 -1.925
C -0.179 0.368 -0.814
C -0.264 1.249 0.272
H -0.767 0.783 1.191
H -0.823 2.122 0.203
H -1.251 0.138 -1.024
H 0.187 1.038 -1.665
H 2.502 -1.551 -0.351
H 2.286 0.067 -1.247
H 3.360 0.578 1.100
H 1.203 2.169 1.709
H 0.140 5.593 -1.216
H 0.845 4.386 -2.146
H 1.512 6.199 -2.229
*
```

For the relative energy (zero: lowest compared OMol25 entry of this formula, charge and spin), the calculation gives 324.26 kcal/mol. The HOMO energy comes out at -9.05 eV. The frontier orbital gap is 8.301 eV.

Löwdin atomic charge list, values in e, 5 entries: atom 1 (C): -0.0739, atom 2 (C): -0.3646, atom 3 (H): 0.1432, atom 4 (H): 0.1546, atom 5 (O): 0.0110

***

Molecular formula: C39H75Cl9O24
Method: DFT, ωB97M-V/def2-TZVPD

```
! RIJCOSX wB97M-V def2-TZVPD def2/J DEFGRID3
* xyz 0 1
C -3.761 -6.699 -1.486
O -3.848 -5.334 -1.605
C -4.756 -4.719 -0.708
C -4.934 -3.305 -1.125
O -3.673 -2.698 -1.056
C -3.587 -1.379 -1.526
C -4.191 -0.300 -0.659
O -3.272 0.144 0.395
C -3.794 1.308 1.060
H -2.867 -7.109 -1.901
H -4.617 -7.213 -1.915
H -3.718 -6.944 -0.396
H -4.398 -4.770 0.319
H -5.730 -5.261 -0.771
H -5.562 -2.830 -0.429
H -5.372 -3.213 -2.174
H -4.130 -1.285 -2.503
H -2.543 -1.238 -1.800
H -5.194 -0.535 -0.237
H -4.400 0.543 -1.349
H -2.986 1.925 1.465
H -4.556 1.064 1.839
H -4.298 1.929 0.302
C -5.045 3.300 -6.804
O -3.830 2.647 -6.832
C -3.500 2.140 -8.146
C -2.304 1.224 -7.949
O -1.138 2.118 -7.698
C -0.099 1.403 -7.074
C 1.023 2.446 -6.860
O 0.961 2.994 -5.620
C 1.931 4.052 -5.470
H -5.870 2.612 -7.060
H -4.954 4.099 -7.502
H -5.111 3.632 -5.827
H -3.225 3.017 -8.769
H -4.342 1.505 -8.532
H -2.235 0.605 -8.839
H -2.490 0.559 -7.083
H 0.296 0.574 -7.741
H -0.361 0.883 -6.174
H 0.812 3.077 -7.705
H 1.944 1.902 -7.026
H 2.877 3.619 -5.473
H 1.758 4.600 -4.483
H 1.885 4.767 -6.275
C 2.120 -0.239 -2.993
O 1.558 0.384 -1.876
C 0.889 -0.539 -0.990
C 1.472 -0.564 0.378
O 1.328 0.765 0.955
C 1.878 0.716 2.323
C 1.920 2.158 2.819
O 2.316 2.227 4.172
C 3.376 3.101 4.447
H 2.663 0.562 -3.519
H 1.329 -0.644 -3.678
H 2.876 -0.922 -2.794
H 0.911 -1.551 -1.436
H -0.070 -0.059 -0.906
H 2.487 -0.954 0.407
H 0.886 -1.316 0.909
H 2.816 0.281 2.483
H 1.102 0.065 2.794
H 1.013 2.766 2.536
H 2.743 2.617 2.229
H 3.628 3.065 5.519
H 3.176 4.124 4.110
H 4.238 2.804 3.851
C 4.691 -2.104 7.148
O 4.231 -1.439 5.959
C 3.555 -0.208 6.064
C 2.168 -0.247 6.660
O 1.377 -1.138 5.941
C 0.096 -1.142 6.683
C -0.230 -2.553 7.071
O 0.557 -2.794 8.223
C 0.438 -4.123 8.711
H 4.977 -1.349 7.820
H 5.449 -2.801 6.749
H 3.778 -2.596 7.607
H 3.439 0.136 5.024
H 4.173 0.483 6.729
H 1.705 0.759 6.427
H 2.250 -0.457 7.729
H -0.729 -0.737 6.029
H 0.204 -0.491 7.595
H -0.091 -3.330 6.267
H -1.291 -2.374 7.293
H 1.256 -4.252 9.377
H 0.551 -4.892 7.918
H -0.531 -4.159 9.198
Cl -1.183 -3.399 0.916
C -2.097 -2.210 1.746
Cl -1.306 -1.488 3.205
Cl -3.602 -2.952 2.221
H -2.193 -1.402 1.058
Cl -0.409 4.497 6.878
C -1.034 3.325 5.709
Cl -2.364 3.897 4.713
Cl -1.436 1.754 6.564
H -0.226 3.069 4.998
Cl 4.374 2.640 -1.648
C 4.383 1.313 -0.550
Cl 4.998 1.725 1.095
Cl 5.263 -0.081 -1.169
H 3.339 0.943 -0.512
O -5.042 0.963 -3.864
C -3.993 1.508 -3.825
O -2.812 0.882 -3.763
C -1.822 1.858 -3.524
C -2.477 3.176 -3.877
O -3.849 2.838 -3.760
H -1.670 1.833 -2.472
H -0.945 1.749 -4.165
H -2.325 3.457 -4.921
H -2.169 3.983 -3.262
O 0.260 -2.008 -5.129
C -0.542 -2.739 -4.698
O -0.254 -3.954 -4.191
C -1.482 -4.634 -3.907
C -2.575 -3.583 -4.129
O -1.861 -2.454 -4.544
H -1.672 -5.471 -4.531
H -1.451 -4.964 -2.848
H -3.187 -3.492 -3.227
H -3.197 -3.962 -4.955
O 7.261 1.284 3.937
C 7.207 0.144 3.813
O 7.931 -0.804 4.438
C 7.424 -2.177 4.139
C 6.005 -1.858 3.568
O 6.221 -0.498 3.055
H 8.122 -2.630 3.473
H 7.334 -2.752 5.059
H 5.284 -1.857 4.405
H 5.655 -2.492 2.760
O -1.908 4.513 0.348
C -0.780 4.291 0.102
O 0.307 4.776 0.748
C 1.528 4.325 0.123
C 0.983 3.461 -1.042
O -0.404 3.516 -0.963
H 2.228 5.192 -0.181
H 2.096 3.687 0.848
H 1.350 2.465 -1.005
H 1.246 3.904 -2.019
*
```

The HOMO energy comes out at -9.56 eV. The structure (SMILES) is COCCOCCOC.COCCOCCOC.COCCOCCOC.COCCOCCOC.ClC(Cl)Cl.ClC(Cl)Cl.ClC(Cl)Cl.O=C1OCCO1.O=C1OCCO1.O=C1OCCO1.O=C1OCCO1. The frontier orbital gap is 9.974 eV.

Löwdin atomic charge list, values in e, 5 entries: atom 1 (C): -0.1272, atom 2 (O): -0.1992, atom 3 (C): -0.2043, atom 4 (C): -0.2134, atom 5 (O): -0.1981

***

Molecular formula: C18H50AsF6O15S7
Method: DFT, ωB97M-V/def2-TZVPD

```
! RIJCOSX wB97M-V def2-TZVPD def2/J DEFGRID3
* xyz -1 1
As 0.320 -0.929 1.086
F -1.288 -1.732 1.034
F -0.338 0.147 -0.231
F 1.817 0.067 0.957
F 1.138 -1.980 2.244
F 0.842 -1.994 -0.242
F -0.280 0.214 2.400
O -0.072 -5.449 -4.568
S -0.651 -4.754 -3.431
O -1.987 -4.115 -3.457
O -0.517 -5.766 -2.099
C -1.232 -5.395 -0.945
C -1.145 -6.487 0.153
C 0.412 -3.419 -2.952
H -2.213 -4.995 -1.200
H -0.635 -4.583 -0.528
H -1.535 -7.438 -0.210
H -1.902 -6.196 0.881
H -0.165 -6.652 0.601
H 0.906 -2.966 -3.812
H 1.293 -3.811 -2.445
H -0.112 -2.760 -2.259
O 5.166 0.329 -4.487
S 4.223 1.078 -3.651
O 4.493 2.400 -3.125
O 2.859 1.228 -4.613
C 2.088 0.154 -4.992
C 1.226 0.699 -6.021
C 3.599 0.014 -2.321
H 1.527 -0.187 -4.122
H 2.664 -0.709 -5.326
H 0.615 -0.152 -6.324
H 1.765 1.148 -6.855
H 0.597 1.477 -5.587
H 4.484 -0.313 -1.776
H 2.918 -0.782 -2.625
H 3.060 0.596 -1.574
O 0.354 3.708 4.886
S -0.245 4.150 3.616
O -1.701 4.297 3.480
O 0.529 5.570 3.214
C -0.203 6.624 2.647
C 0.719 7.685 2.110
C 0.414 3.147 2.188
H -0.715 7.185 3.429
H -0.847 6.426 1.791
H 1.053 8.244 2.984
H 0.305 8.335 1.339
H 1.614 7.245 1.669
H 1.222 2.488 2.505
H 0.822 3.876 1.488
H -0.357 2.485 1.794
O -1.860 3.175 -2.099
S -2.178 2.775 -3.451
O -2.202 3.707 -4.530
O -1.323 1.385 -3.872
C -1.381 0.239 -3.026
C -2.068 -0.767 -3.847
C -3.874 2.047 -3.363
H -1.651 0.347 -1.975
H -0.318 0.024 -2.922
H -3.035 -0.390 -4.180
H -2.268 -1.649 -3.239
H -1.502 -1.111 -4.713
H -4.125 1.515 -4.281
H -4.490 2.864 -2.987
H -3.643 1.302 -2.602
C -2.090 -3.900 3.516
S -1.972 -2.198 4.352
O -3.198 -2.037 5.265
C -0.497 -2.388 5.412
H -2.531 -3.786 2.526
H -2.577 -4.614 4.180
H -1.075 -4.291 3.451
H -0.081 -1.509 5.905
H 0.332 -2.748 4.802
H -0.650 -3.214 6.106
C -3.448 2.526 1.181
S -4.140 0.817 1.097
O -5.650 1.023 0.856
C -4.053 0.455 2.924
H -3.481 3.048 0.225
H -2.410 2.397 1.491
H -3.824 3.162 1.983
H -4.700 1.150 3.459
H -3.029 0.595 3.270
H -4.265 -0.596 3.118
C 5.238 -1.990 3.323
S 6.285 -0.675 2.643
O 6.235 -0.933 1.137
C 5.065 0.676 2.914
H 5.712 -2.970 3.265
H 4.357 -1.911 2.686
H 5.064 -1.776 4.377
H 4.073 0.239 2.799
H 5.116 1.477 2.176
H 5.205 1.056 3.926
*
```

For the relative energy (zero: lowest compared OMol25 entry of this formula, charge and spin), the calculation gives 41.47 kcal/mol. The HOMO energy comes out at -6.62 eV. The frontier orbital gap is 8.577 eV.

Löwdin atomic charge list, values in e, 5 entries: atom 1 (As): 0.9363, atom 2 (F): -0.2947, atom 3 (F): -0.3015, atom 4 (F): -0.2967, atom 5 (F): -0.2702

***

Molecular formula: C6H6O
Method: DFT, ωB97M-V/def2-TZVPD

```
! RIJCOSX wB97M-V def2-TZVPD def2/J DEFGRID3
* xyz 0 1
O -0.304 0.320 2.002
C 0.741 -0.408 1.723
C -0.675 -1.129 -1.013
C -1.359 0.133 -0.749
C -1.903 1.170 -0.464
C 1.669 0.141 0.782
C 2.653 0.411 0.128
H -0.415 1.115 1.439
H -0.360 -1.608 -0.072
H -1.348 -1.820 -1.524
H 0.215 -0.985 -1.631
H -2.461 2.042 -0.208
H 3.548 0.617 -0.414
*
```

For the relative energy (zero: lowest compared OMol25 entry of this formula, charge and spin), the calculation gives 147.86 kcal/mol. The HOMO energy comes out at -8.67 eV. The frontier orbital gap is 8.503 eV.

Löwdin atomic charge list, values in e, 5 entries: atom 1 (O): -0.0010, atom 2 (C): -0.1286, atom 3 (C): -0.1058, atom 4 (C): -0.1957, atom 5 (C): 0.0886